A 2-piece molecular cluster, CH4S2 overall in a non-equilibrium geometry. Source: the Open Molecules 2025 dataset; level of theory: wB97M-V/def2-TZVPD.

Each line ends with the natural charge from an NBO analysis.
CARTESIAN COORDINATES (ANGSTROEM)
C1 1.994 -0.551 -0.940  -0.51
S1 1.894 -0.257 0.580  0.11
H1 1.099 -0.997 -1.417  0.20
H2 2.843 -0.205 -1.506  0.20
S2 -3.046 -1.089 -0.459  -0.32
H3 -3.853 -0.103 -0.106  0.15
H4 -2.150 -1.246 0.612  0.17

Results
SMILES: C=S.S
Gap between HOMO and LUMO in eV: 8.66
Relative energy (zero: lowest compared OMol25 entry of this formula, charge and spin) in kJ/mol: 148.0
Total energy in Eh: -836.80981
Lowest unoccupied orbital energy in eV: -0.22
Spin multiplicity: 1
Highest occupied orbital energy in eV: -8.88

***

A 2-piece molecular cluster, C5H15N3O overall in a non-equilibrium geometry. Source: the Open Molecules 2025 dataset; level of theory: wB97M-V/def2-TZVPD.

Each line ends with the natural charge from an NBO analysis.
CARTESIAN COORDINATES (ANGSTROEM)
C1 -0.278 -1.591 0.387  -0.68
C2 -1.021 -0.368 -0.109  0.13
C3 -1.574 0.462 1.044  -0.62
C4 -2.128 -0.742 -1.097  -0.61
N1 0.002 0.561 -0.856  -0.81
H1 -0.347 -1.704 1.465  0.21
H2 0.821 -1.430 0.152  0.27
H3 -0.618 -2.506 -0.092  0.21
H4 -0.760 0.780 1.690  0.22
H5 -2.087 1.347 0.670  0.20
H6 -2.282 -0.123 1.628  0.21
H7 -2.607 0.153 -1.492  0.20
H8 -1.719 -1.311 -1.930  0.21
H9 -2.890 -1.353 -0.611  0.21
H10 -0.403 1.469 -1.058  0.37
H11 0.261 0.148 -1.747  0.37
N2 2.421 -0.360 -0.134  -0.89
C5 2.011 0.998 -0.256  0.83
N3 1.682 1.557 0.973  -0.89
O1 2.338 1.668 -1.222  -0.69
H12 2.947 -0.676 -0.935  0.39
H13 2.829 -0.631 0.747  0.38
H14 2.001 1.130 1.825  0.38
H15 1.402 2.521 0.959  0.40

Results
SMILES: CC(C)(C)N.NC(N)=O
Gap between HOMO and LUMO in eV: 9.73
Relative energy (zero: lowest compared OMol25 entry of this formula, charge and spin) in kJ/mol: 64.6
Total energy in Eh: -439.01035
Lowest unoccupied orbital energy in eV: 0.75
Spin multiplicity: 1
Highest occupied orbital energy in eV: -8.98

***

C20H29N3P2SW as an isolated structure in a non-equilibrium geometry. Source: the Open Molecules 2025 dataset; level of theory: wB97M-V/def2-TZVPD.

Each line ends with the Mulliken spin population.
CARTESIAN COORDINATES (ANGSTROEM)
C1 -1.633 3.094 -3.434  0.00
C2 -1.307 1.755 -3.192  0.01
C3 -0.058 1.225 -3.757  -0.01
C4 0.979 2.220 -3.913  0.00
C5 0.598 3.565 -4.137  0.00
C6 -0.708 3.983 -4.003  0.00
C7 2.292 1.743 -3.915  0.00
C8 2.594 0.405 -3.647  0.00
C9 1.477 -0.501 -3.532  0.01
C10 1.736 -1.704 -2.742  -0.01
C11 3.047 -2.179 -2.649  0.01
C12 4.122 -1.428 -3.149  0.00
C13 3.903 -0.125 -3.543  0.01
H1 -2.633 3.481 -3.239  0.00
H2 1.365 4.267 -4.441  0.00
H3 -1.015 4.980 -4.313  0.00
H4 3.101 2.426 -4.126  0.00
H5 3.268 -3.170 -2.255  0.00
H6 5.112 -1.867 -3.217  0.00
H7 4.736 0.515 -3.814  0.00
N1 0.303 -0.047 -4.141  0.01
W1 0.052 -0.030 0.853  2.10
C14 -2.237 0.916 -2.296  0.00
H8 -2.241 -0.107 -2.702  0.00
H9 -3.283 1.302 -2.371  0.00
C15 0.632 -2.452 -1.981  0.04
H10 -0.311 -2.248 -2.511  0.00
H11 0.838 -3.546 -2.026  0.01
P1 -1.918 0.705 -0.403  -0.02
P2 0.226 -2.140 -0.133  -0.09
C16 1.375 -3.314 0.669  0.00
H12 1.318 -3.191 1.763  0.00
H13 1.081 -4.337 0.375  0.00
H14 2.393 -3.089 0.316  0.00
C17 -1.307 -3.193 -0.084  0.02
H15 -1.000 -4.252 -0.006  0.00
H16 -1.953 -2.960 0.777  0.00
H17 -1.911 -3.073 -0.997  0.00
C18 -2.402 2.347 0.213  0.01
H18 -3.491 2.462 0.097  0.00
H19 -2.120 2.459 1.268  0.00
H20 -1.880 3.108 -0.381  0.00
C19 -3.400 -0.296 0.068  0.03
H21 -3.376 -0.550 1.134  -0.01
H22 -4.315 0.295 -0.097  0.01
H23 -3.443 -1.246 -0.480  0.00
H24 1.281 -0.691 1.449  -0.07
H25 1.237 0.337 -0.332  -0.05
N2 -0.342 -0.593 3.641  0.03
C20 -0.044 0.678 3.777  0.01
N3 -0.222 1.409 4.885  0.00
S1 0.539 1.609 2.412  -0.03
H26 -0.624 -1.224 4.414  0.00
H27 -0.152 -1.075 2.714  0.02
H28 0.135 2.356 4.861  0.00
H29 -0.437 0.990 5.790  0.00

Results
Total charge: +2
Gap between HOMO and LUMO (spin up / spin down) in eV: 4.17 / 4.55
Relative energy (zero: lowest compared OMol25 entry of this formula, charge and spin) in kJ/mol: 140.2
Total energy in Eh: -2091.01904
Lowest unoccupied orbital energy (spin up / spin down) in eV: -8.32 / -7.93
Spin multiplicity: 3
Highest occupied orbital energy (spin up / spin down) in eV: -12.49 / -12.48
⟨S²⟩: 2.021

***

C26H27N6O4S2Ta as an isolated structure in a non-equilibrium geometry. Source: the Open Molecules 2025 dataset; level of theory: wB97M-V/def2-TZVPD.

Each line ends with the natural charge from an NBO analysis.
CARTESIAN COORDINATES (ANGSTROEM)
Ta1 0.745 -0.195 0.406  2.29
C1 -0.775 2.442 4.956  -0.76
S1 0.041 3.393 3.659  0.43
C2 0.634 2.210 2.558  -0.05
S2 0.323 0.496 2.772  -0.09
N1 1.360 2.714 1.604  -0.37
N2 1.805 1.784 0.710  -0.34
C3 2.779 2.093 -0.050  0.14
C4 3.354 1.008 -0.841  0.15
C5 4.518 1.141 -1.560  -0.18
C6 5.063 0.016 -2.172  -0.09
C7 4.411 -1.199 -2.061  -0.22
C8 3.228 -1.255 -1.345  0.11
N3 2.718 -0.177 -0.741  -0.53
H1 -1.460 3.138 5.436  0.26
H2 -1.331 1.607 4.541  0.24
H3 -0.043 2.096 5.681  0.25
H4 3.211 3.089 -0.027  0.25
H5 5.001 2.107 -1.628  0.26
H6 5.991 0.091 -2.725  0.26
H7 4.804 -2.096 -2.521  0.26
H8 2.666 -2.177 -1.259  0.23
C9 3.600 -2.426 2.423  -0.24
O1 2.772 -3.373 3.089  -0.48
C10 1.514 -3.629 2.703  0.34
C11 0.921 -4.736 3.312  -0.19
C12 -0.371 -5.130 3.019  -0.18
C13 -1.112 -4.428 2.086  -0.15
C14 -0.558 -3.309 1.476  -0.17
C15 -1.303 -2.629 0.444  0.23
N4 -0.966 -1.505 -0.099  -0.40
N5 -1.699 -1.109 -1.209  -0.36
C16 -1.059 -0.201 -1.861  0.57
O2 0.135 0.228 -1.413  -0.78
C17 -1.582 0.343 -3.115  -0.10
C18 -0.823 1.266 -3.832  -0.18
C19 -1.285 1.750 -5.045  -0.21
C20 -2.506 1.315 -5.541  -0.16
C21 -3.272 0.405 -4.821  -0.20
C22 -2.815 -0.085 -3.612  -0.17
C23 0.747 -2.908 1.800  0.21
O3 1.197 -1.764 1.195  -0.73
H9 4.588 -2.557 2.850  0.22
H10 3.643 -2.625 1.350  0.17
H11 3.268 -1.404 2.608  0.18
H12 1.528 -5.284 4.020  0.26
H13 -0.792 -5.995 3.512  0.25
H14 -2.121 -4.729 1.831  0.24
H15 -2.181 -3.120 0.032  0.24
H16 0.131 1.594 -3.438  0.22
H17 -0.697 2.467 -5.603  0.23
H18 -2.859 1.679 -6.497  0.24
H19 -4.229 0.077 -5.206  0.24
H20 -3.391 -0.807 -3.049  0.24
C24 -3.546 3.827 -0.205  -0.41
N6 -2.963 2.512 0.084  -0.35
C25 -3.838 1.364 0.336  -0.43
C26 -1.661 2.362 0.178  0.56
O4 -1.120 1.279 0.480  -0.72
H21 -4.470 3.691 -0.760  0.23
H22 -2.861 4.414 -0.812  0.22
H23 -3.765 4.371 0.713  0.22
H24 -4.846 1.613 0.020  0.23
H25 -3.847 1.112 1.397  0.22
H26 -3.483 0.500 -0.224  0.23
H27 -1.063 3.259 -0.013  0.17

Results
Total charge: +2
Gap between HOMO and LUMO in eV: 6.34
Relative energy (zero: lowest compared OMol25 entry of this formula, charge and spin) in kJ/mol: 110.0
Total energy in Eh: -2489.46929
Lowest unoccupied orbital energy in eV: -7.33
Spin multiplicity: 1
Highest occupied orbital energy in eV: -13.67

***

The molecule C8H8BrNO2 in a non-equilibrium geometry. Source: the Open Molecules 2025 dataset; level of theory: wB97M-V/def2-TZVPD.

Each line ends with the natural charge from an NBO analysis.
CARTESIAN COORDINATES (ANGSTROEM)
C1 0.742 -3.289 2.060  -0.27
O1 -0.241 -2.869 0.941  -0.36
N1 -0.578 -1.589 0.906  0.29
O2 -1.171 -0.917 1.904  -0.52
C2 -0.409 -1.199 -0.395  0.09
Br1 0.517 -2.410 -1.531  0.10
C3 -0.265 0.354 -0.847  -0.09
C4 -0.718 1.251 0.257  -0.20
C5 -0.598 2.665 0.118  -0.20
C6 0.039 3.144 -1.048  -0.22
C7 0.283 2.414 -2.169  -0.20
C8 0.222 0.897 -2.109  -0.20
H1 0.124 -3.268 2.926  0.21
H2 1.002 -4.386 1.936  0.22
H3 1.575 -2.613 2.159  0.20
H4 -1.080 0.817 1.158  0.26
H5 -0.954 3.463 0.757  0.22
H6 0.152 4.215 -0.999  0.21
H7 0.624 2.903 -3.117  0.22
H8 0.733 0.416 -2.908  0.23

Results
SMILES: CO/[N+]([O-])=C(\Br)c1ccccc1
Gap between HOMO and LUMO (spin up / spin down) in eV: 8.25 / 8.25
Relative energy (zero: lowest compared OMol25 entry of this formula, charge and spin) in kJ/mol: 549.3
Total energy in Eh: -3088.65944
Lowest unoccupied orbital energy (spin up / spin down) in eV: -0.25 / -0.25
Spin multiplicity: 1
Highest occupied orbital energy (spin up / spin down) in eV: -8.51 / -8.51

***

A 2-piece molecular cluster, C3H9NO2 overall in a non-equilibrium geometry. Source: the Open Molecules 2025 dataset; level of theory: wB97M-V/def2-TZVPD.

Each line ends with the natural charge from an NBO analysis.
CARTESIAN COORDINATES (ANGSTROEM)
C1 -0.455 -0.663 2.099  -0.74
C2 0.903 -0.430 1.575  0.77
O1 1.510 0.587 1.651  -0.56
O2 1.188 -1.392 0.647  -0.72
H1 -0.818 -1.800 1.753  0.24
H2 -1.049 0.074 1.521  0.25
H3 -0.605 -0.308 3.185  0.25
H4 1.374 -0.835 -0.063  0.50
C3 -0.824 0.671 -1.637  -0.43
N1 0.623 0.610 -1.782  -0.88
H5 -1.035 1.521 -0.967  0.20
H6 -1.244 -0.049 -0.937  0.19
H7 -1.524 0.630 -2.505  0.18
H8 0.961 1.574 -2.134  0.38
H9 0.995 -0.190 -2.405  0.37

Results
SMILES: CC(=O)O.CN
Gap between HOMO and LUMO in eV: 10.61
Relative energy (zero: lowest compared OMol25 entry of this formula, charge and spin) in kJ/mol: 198.8
Total energy in Eh: -324.89691
Lowest unoccupied orbital energy in eV: 0.79
Spin multiplicity: 1
Highest occupied orbital energy in eV: -9.82